Molecular formula: C28H20AuF2N2O2S2
Method: DFT, wB97M-V/def2-TZVPD

Frontier orbital gap   6.611 eV
M   715.58 u
Net charge   +1
ΔE to the lowest compared entry with this formula, charge and spin   0.5703 eV
DFT total energy   -67225.3443 eV
Max |F|   1.285 eV/Å
2S+1   1

The geometry in XYZ format:
```
57
Properties=species:S:1:pos:R:3:lowdin_charge:R:1
Au 1.9285 0.4187 0.7619 1.13
F -1.4614 -3.7527 1.0570 0.11
C -0.5256 -3.0179 1.6528 -0.25
C 0.0473 -1.9651 0.9515 -0.04
C 1.0251 -1.2220 1.5708 -0.19
C 1.4676 -1.5165 2.8673 -0.13
C 0.8365 -2.5668 3.5290 -0.20
F 1.1899 -2.8814 4.7822 0.09
C -0.1595 -3.3226 2.9480 0.09
C 2.5777 -0.7226 3.3744 -0.18
C 3.1907 -0.8359 4.6154 0.03
C 4.2669 -0.0219 4.9247 -0.01
C 4.7427 0.8871 3.9910 -0.02
C 4.1092 0.9583 2.7701 -0.11
N 3.0557 0.1861 2.4889 -0.04
H -0.2591 -1.7624 -0.0651 0.06
H -0.6208 -4.1346 3.4919 0.15
H 2.8376 -1.5530 5.3369 0.12
H 4.7373 -0.1053 5.8951 0.13
H 5.5841 1.5317 4.1951 0.12
H 4.4353 1.6333 1.9920 0.06
O 1.0991 0.6182 -1.1654 -0.31
N 2.0168 1.0741 -2.0509 -0.17
C 1.8959 0.6509 -3.3227 0.01
C 2.8011 1.0509 -4.2698 -0.01
C 3.8505 1.8911 -3.9010 -0.03
C 3.9363 2.3275 -2.5959 -0.06
C 2.9954 1.9120 -1.6575 -0.63
S 3.0157 2.4210 -0.0062 0.69
H 1.0395 0.0178 -3.5153 0.12
H 2.6874 0.7003 -5.2842 0.12
H 4.5880 2.2011 -4.6281 0.12
H 4.7252 2.9834 -2.2584 0.12
O -1.1153 0.1690 -3.1516 -0.51
S -1.4361 -0.3097 -1.7778 0.99
C -3.0494 -1.1133 -1.9268 -0.34
C -3.7422 -1.5584 -0.8097 -0.08
C -4.9498 -2.2157 -0.9833 -0.07
C -5.4425 -2.4425 -2.2618 -0.07
C -4.7427 -1.9892 -3.3697 -0.06
C -3.5310 -1.3297 -3.2061 -0.07
C -1.9439 1.1313 -0.8292 -0.37
C -2.1451 2.3156 -1.5167 -0.06
C -2.5470 3.4433 -0.8147 -0.06
C -2.7301 3.3778 0.5598 -0.07
C -2.5149 2.1870 1.2399 -0.07
C -2.1062 1.0558 0.5471 -0.10
H -3.3630 -1.3872 0.1895 0.10
H -5.5030 -2.5563 -0.1182 0.11
H -6.3704 -2.9828 -2.3941 0.11
H -5.1343 -2.1505 -4.3651 0.11
H -2.9651 -0.9722 -4.0553 0.10
H -1.9907 2.3356 -2.5879 0.11
H -2.7206 4.3719 -1.3418 0.11
H -3.0330 4.2622 1.1047 0.11
H -2.6647 2.1407 2.3106 0.11
H -1.9153 0.1345 1.0827 0.09
```